No. 1
{"formula": "C68H211N17O29", "method": "ωB97M-V with the def2-TZVPD basis set", "symbols": ["C", "C", "C", "O", "C", "N", "H", "H", "H", "H", "H", "H", "H", "H", "H", "H", "H", "C", "C", "C", "O", "C", "N", "H", "H", "H", "H", "H", "H", "H", "H", "H", "H", "H", "C", "C", "C", "O", "C", "N", "H", "H", "H", "H", "H", "H", "H", "H", "H", "H", "H", "C", "C", "C", "O", "C", "N", "H", "H", "H", "H", "H", "H", "H", "H", "H", "H", "H", "C", "C", "C", "O", "C", "N", "H", "H", "H", "H", "H", "H", "H", "H", "H", "H", "H", "C", "C", "C", "O", "C", "N", "H", "H", "H", "H", "H", "H", "H", "H", "H", "H", "H", "C", "C", "C", "O", "C", "N", "H", "H", "H", "H", "H", "H", "H", "H", "H", "H", "H", "C", "C", "C", "O", "C", "N", "H", "H", "H", "H", "H", "H", "H", "H", "H", "H", "H", "C", "C", "C", "O", "C", "N", "H", "H", "H", "H", "H", "H", "H", "H", "H", "H", "H", "C", "C", "C", "O", "C", "N", "H", "H", "H", "H", "H", "H", "H", "H", "H", "H", "H", "C", "C", "C", "O", "C", "N", "H", "H", "H", "H", "H", "H", "H", "H", "H", "H", "H", "C", "C", "C", "O", "C", "N", "H", "H", "H", "H", "H", "H", "H", "H", "H", "H", "H", "C", "C", "C", "O", "C", "N", "H", "H", "H", "H", "H", "H", "H", "H", "H", "H", "H", "C", "C", "C", "O", "C", "N", "H", "H", "H", "H", "H", "H", "H", "H", "H", "H", "H", "C", "C", "C", "O", "C", "N", "H", "H", "H", "H", "H", "H", "H", "H", "H", "H", "H", "C", "C", "C", "O", "C", "N", "H", "H", "H", "H", "H", "H", "H", "H", "H", "H", "H", "C", "C", "C", "O", "C", "N", "H", "H", "H", "H", "H", "H", "H", "H", "H", "H", "H", "O", "H", "H", "O", "H", "H", "O", "H", "H", "O", "H", "H", "O", "H", "H", "O", "H", "H", "O", "H", "H", "O", "H", "H", "O", "H", "H", "O", "H", "H", "O", "H", "H", "O", "H", "H"], "coordinates": [[-0.15, 3.42, -10.06], [-0.45, 3.94, -8.70], [-1.32, 2.85, -8.13], [-1.60, 3.16, -6.78], [-2.49, 2.25, -6.11], [0.64, 4.32, -7.86], [0.42, 4.11, -10.77], [-1.10, 3.23, -10.62], [0.44, 2.52, -10.02], [-1.05, 4.83, -8.88], [-0.71, 1.87, -8.14], [-2.23, 2.78, -8.74], [-2.32, 2.53, -5.05], [-2.13, 1.24, -6.33], [-3.53, 2.38, -6.42], [1.11, 3.58, -7.35], [0.46, 5.10, -7.27], [8.53, 2.42, 0.13], [8.49, 3.60, -0.83], [7.04, 3.70, -1.46], [6.70, 2.53, -2.18], [5.48, 2.76, -2.84], [8.92, 4.79, -0.05], [9.45, 2.38, 0.72], [8.50, 1.48, -0.40], [7.66, 2.48, 0.80], [9.23, 3.39, -1.58], [7.02, 4.54, -2.13], [6.38, 3.98, -0.62], [4.68, 3.16, -2.21], [5.05, 1.92, -3.35], [5.69, 3.57, -3.56], [9.17, 5.66, -0.56], [8.19, 4.95, 0.63], [3.06, 5.84, -1.72], [2.70, 7.16, -2.42], [3.90, 8.01, -2.74], [4.65, 8.45, -1.62], [3.90, 9.29, -0.75], [1.98, 6.87, -3.69], [2.16, 5.22, -1.37], [3.64, 5.97, -0.79], [3.68, 5.16, -2.35], [2.03, 7.76, -1.75], [3.50, 8.89, -3.29], [4.61, 7.51, -3.41], [4.53, 9.48, 0.11], [2.91, 8.99, -0.47], [3.95, 10.23, -1.34], [1.37, 7.64, -3.93], [1.52, 5.99, -3.62], [8.00, -6.97, 7.67], [7.36, -5.76, 7.00], [6.69, -6.31, 5.76], [5.98, -5.23, 5.12], [4.71, -5.60, 4.63], [6.44, -5.11, 7.85], [8.71, -7.47, 7.04], [7.19, -7.67, 7.92], [8.47, -6.79, 8.65], [8.15, -5.04, 6.69], [6.03, -7.06, 6.13], [7.44, -6.65, 5.08], [4.12, -6.01, 5.43], [4.76, -6.22, 3.73], [4.23, -4.71, 4.31], [6.08, -4.27, 7.40], [6.81, -4.89, 8.77], [-0.28, -4.80, -2.94], [-1.32, -3.79, -3.44], [-1.06, -3.47, -4.90], [-1.75, -2.29, -5.22], [-1.69, -1.79, -6.53], [-2.68, -4.16, -3.12], [-0.23, -4.94, -1.86], [0.72, -4.50, -3.29], [-0.45, -5.81, -3.40], [-1.06, -2.87, -2.92], [-1.39, -4.25, -5.61], [0.04, -3.32, -4.99], [-2.42, -0.95, -6.58], [-2.11, -2.51, -7.22], [-0.71, -1.40, -6.88], [-3.18, -3.28, -2.97], [-3.23, -4.58, -3.89], [-2.27, -2.17, 3.17], [-2.06, -3.12, 4.27], [-1.10, -2.50, 5.26], [0.22, -2.58, 4.64], [1.23, -2.61, 5.60], [-3.29, -3.22, 5.02], [-1.35, -1.91, 2.62], [-2.74, -1.22, 3.53], [-2.97, -2.56, 2.42], [-1.56, -4.06, 3.95], [-1.14, -3.01, 6.22], [-1.38, -1.47, 5.47], [1.30, -1.74, 6.28], [2.20, -2.53, 5.13], [1.25, -3.54, 6.19], [-3.40, -4.05, 5.62], [-4.15, -3.11, 4.43], [-0.18, 6.30, 0.61], [-1.26, 6.90, -0.28], [-1.31, 8.38, -0.22], [-0.11, 8.86, -0.78], [0.15, 10.23, -0.61], [-0.98, 6.39, -1.66], [-0.50, 6.54, 1.61], [0.85, 6.56, 0.37], [-0.25, 5.20, 0.46], [-2.18, 6.40, 0.03], [-1.36, 8.82, 0.78], [-2.20, 8.77, -0.69], [-0.72, 10.90, -0.50], [0.72, 10.63, -1.46], [0.72, 10.47, 0.30], [-0.02, 6.50, -1.98], [-1.56, 6.83, -2.40], [4.71, -1.11, 3.76], [5.92, -0.34, 3.31], [5.68, 0.49, 2.13], [4.98, -0.24, 1.10], [5.06, 0.44, -0.15], [6.40, 0.50, 4.39], [4.01, -0.34, 4.17], [4.92, -1.82, 4.61], [4.27, -1.58, 2.90], [6.71, -1.07, 3.13], [6.69, 0.73, 1.77], [5.11, 1.40, 2.39], [6.07, 0.33, -0.61], [4.86, 1.51, -0.18], [4.43, -0.09, -0.85], [7.26, 0.95, 4.09], [5.73, 1.23, 4.65], [5.68, -3.69, 1.68], [5.16, -4.98, 1.04], [3.96, -4.78, 0.15], [3.46, -6.04, -0.11], [2.15, -6.03, -0.58], [6.18, -5.65, 0.31], [4.85, -3.30, 2.29], [5.96, -2.91, 0.99], [6.48, -3.87, 2.41], [4.80, -5.59, 1.84], [4.32, -4.24, -0.71], [3.21, -4.20, 0.73], [1.49, -5.37, 0.01], [1.83, -7.06, -0.55], [2.21, -5.68, -1.62], [7.03, -5.22, -0.07], [5.78, -6.32, -0.33], [-3.96, 0.40, -3.39], [-5.04, -0.55, -2.97], [-4.62, -1.12, -1.63], [-3.33, -1.70, -1.74], [-3.02, -2.41, -0.52], [-6.30, 0.11, -2.82], [-3.06, -0.24, -3.61], [-3.73, 1.11, -2.64], [-4.23, 0.95, -4.31], [-5.03, -1.46, -3.67], [-5.32, -1.89, -1.22], [-4.63, -0.30, -0.92], [-2.12, -3.00, -0.73], [-3.78, -3.19, -0.25], [-2.87, -1.76, 0.33], [-7.11, -0.52, -2.84], [-6.40, 1.04, -3.22], [-2.00, -5.48, 1.33], [-2.60, -6.25, 0.17], [-1.82, -7.46, -0.26], [-1.39, -8.18, 0.90], [-1.10, -9.58, 0.74], [-3.95, -6.56, 0.61], [-2.69, -4.69, 1.65], [-1.10, -4.94, 1.05], [-1.88, -6.17, 2.20], [-2.57, -5.66, -0.77], [-0.92, -7.22, -0.86], [-2.50, -8.08, -0.89], [-0.41, -9.82, -0.05], [-2.08, -10.06, 0.40], [-0.76, -10.02, 1.68], [-4.34, -7.35, 0.14], [-3.98, -6.81, 1.57], [-7.17, 4.04, -5.50], [-7.04, 3.89, -4.02], [-8.25, 3.11, -3.34], [-9.42, 3.72, -3.72], [-10.45, 3.58, -2.84], [-5.80, 3.12, -3.65], [-7.09, 3.07, -6.00], [-6.47, 4.71, -5.93], [-8.15, 4.43, -5.80], [-7.08, 4.87, -3.52], [-8.14, 3.29, -2.27], [-8.28, 2.03, -3.49], [-10.74, 2.53, -2.83], [-11.29, 4.21, -3.14], [-10.14, 3.91, -1.83], [-5.56, 3.39, -2.71], [-4.99, 3.45, -4.18], [-6.37, -0.57, 4.28], [-7.10, -1.47, 3.24], [-6.80, -0.97, 1.86], [-7.53, 0.15, 1.48], [-8.81, -0.11, 0.93], [-6.60, -2.80, 3.48], [-6.65, -0.98, 5.23], [-6.64, 0.50, 4.36], [-5.29, -0.64, 4.10], [-8.21, -1.34, 3.40], [-7.09, -1.80, 1.20], [-5.71, -0.72, 1.75], [-9.56, -0.45, 1.66], [-8.81, -0.85, 0.11], [-9.08, 0.85, 0.50], [-6.78, -3.50, 2.79], [-6.74, -3.12, 4.41], [-0.82, -8.06, 4.73], [0.33, -8.21, 3.73], [1.60, -7.44, 4.19], [1.43, -6.00, 4.24], [1.36, -5.37, 2.96], [0.64, -9.67, 3.49], [-0.51, -8.35, 5.75], [-1.68, -8.62, 4.41], [-1.12, -7.02, 4.82], [0.02, -7.94, 2.77], [2.42, -7.67, 3.49], [1.86, -7.68, 5.24], [1.16, -4.29, 3.12], [0.50, -5.79, 2.43], [2.28, -5.50, 2.33], [0.73, -10.13, 4.41], [1.63, -9.73, 3.17], [3.43, -1.02, -4.12], [2.74, -1.63, -2.89], [1.26, -1.45, -2.97], [0.95, -0.12, -2.71], [-0.31, 0.23, -3.21], [2.87, -3.12, -2.86], [4.51, -1.20, -4.09], [3.35, 0.06, -4.33], [3.07, -1.55, -5.02], [3.16, -1.25, -1.97], [0.78, -2.11, -2.24], [0.89, -1.76, -3.94], [-0.48, -0.05, -4.29], [-0.44, 1.30, -3.09], [-1.13, -0.28, -2.60], [3.85, -3.44, -2.92], [2.53, -3.51, -1.98], [-1.08, 3.78, 3.11], [-1.97, 3.50, 4.31], [-3.11, 2.56, 3.90], [-3.89, 3.05, 2.76], [-5.03, 2.23, 2.56], [-1.22, 2.91, 5.46], [-0.37, 4.57, 3.26], [-1.63, 4.06, 2.20], [-0.46, 2.91, 2.91], [-2.51, 4.38, 4.64], [-3.80, 2.45, 4.75], [-2.77, 1.59, 3.62], [-5.64, 2.82, 1.88], [-5.55, 2.22, 3.52], [-4.80, 1.21, 2.22], [-0.61, 3.56, 5.95], [-0.58, 2.19, 5.05], [1.74, -1.73, 0.92], [1.45, -0.27, 0.76], [-0.04, -0.09, 0.63], [-0.30, 1.27, 0.44], [-1.66, 1.46, 0.06], [1.88, 0.42, 1.96], [2.79, -1.87, 1.26], [1.51, -2.27, 0.02], [1.08, -2.11, 1.72], [1.91, 0.12, -0.15], [-0.59, -0.47, 1.52], [-0.36, -0.63, -0.28], [-1.78, 2.45, -0.37], [-2.44, 1.40, 0.84], [-1.91, 0.74, -0.74], [2.70, -0.02, 2.40], [2.13, 1.40, 1.91], [2.03, 2.80, -0.48], [1.26, 2.29, -0.22], [2.11, 2.72, -1.43], [1.95, 1.50, 5.99], [1.28, 1.15, 5.36], [1.96, 0.92, 6.76], [-6.29, 1.62, -0.56], [-6.68, 1.08, 0.14], [-6.42, 1.08, -1.44], [3.51, 4.26, 1.19], [3.13, 3.63, 0.54], [2.74, 4.74, 1.55], [3.50, 2.29, 3.80], [2.95, 2.11, 4.59], [3.61, 3.25, 3.73], [-4.03, 3.45, -0.68], [-4.71, 2.76, -0.52], [-4.23, 4.27, -0.23], [2.05, 2.60, -3.15], [1.44, 3.00, -3.79], [2.08, 1.64, -3.27], [0.23, 0.21, 4.27], [0.72, 0.39, 3.41], [0.25, -0.76, 4.20], [0.06, 4.00, -4.34], [-0.22, 3.96, -5.27], [-0.77, 3.82, -3.76], [-3.56, 5.55, 1.38], [-3.54, 4.66, 1.83], [-3.79, 6.13, 2.12], [-3.52, 5.30, -5.27], [-3.00, 4.87, -5.96], [-3.01, 5.05, -4.50], [-2.35, 4.22, -2.89], [-1.86, 4.77, -2.23], [-3.02, 3.78, -2.38]], "homo_energy_ev": -8.51, "multiplicity": 1}

=====

No. 2
{"formula": "C68H46Cl2GeN4O2Sn", "method": "ωB97M-V with the def2-TZVPD basis set", "symbols": ["Sn", "C", "C", "C", "C", "C", "C", "C", "C", "C", "C", "C", "C", "C", "C", "C", "C", "C", "C", "C", "N", "C", "C", "C", "C", "C", "C", "C", "C", "C", "C", "C", "C", "N", "C", "C", "C", "C", "C", "N", "C", "C", "C", "C", "C", "C", "C", "C", "N", "H", "H", "H", "H", "H", "H", "H", "H", "H", "H", "H", "H", "H", "H", "H", "H", "H", "H", "H", "H", "H", "H", "H", "H", "H", "H", "H", "H", "Cl", "C", "C", "C", "Cl", "C", "O", "C", "C", "O", "C", "H", "H", "H", "C", "Ge", "C", "C", "C", "C", "C", "C", "C", "C", "C", "C", "C", "C", "C", "C", "C", "C", "H", "H", "H", "H", "H", "H", "H", "H", "H", "H", "H", "H", "H", "H", "H"], "coordinates": [[-1.04, -0.01, -0.46], [-0.84, 7.18, 2.41], [-0.08, 6.10, 2.82], [-0.23, 4.86, 2.20], [-1.15, 4.70, 1.17], [-1.92, 5.79, 0.76], [-1.77, 7.02, 1.38], [-1.32, 3.37, 0.50], [-2.25, 2.48, 1.02], [-3.08, 2.74, 2.15], [-3.91, 1.68, 2.29], [-3.59, 0.74, 1.25], [-4.21, -0.49, 1.08], [-5.36, -0.83, 1.98], [-5.26, -1.87, 2.89], [-6.32, -2.18, 3.73], [-7.50, -1.44, 3.66], [-7.61, -0.40, 2.75], [-6.54, -0.09, 1.91], [-3.82, -1.43, 0.13], [-2.74, -1.33, -0.71], [-2.66, -2.53, -1.39], [-1.70, -2.88, -2.33], [-1.72, -4.27, -2.88], [-1.41, -5.35, -2.05], [-1.40, -6.64, -2.56], [-1.72, -6.87, -3.89], [-2.05, -5.80, -4.72], [-2.05, -4.51, -4.21], [-0.74, -2.00, -2.82], [0.21, -2.32, -3.84], [0.89, -1.19, -4.12], [0.39, -0.16, -3.26], [-0.62, -0.67, -2.47], [0.84, 1.16, -3.25], [0.41, 2.13, -2.35], [0.85, 3.49, -2.35], [0.27, 4.10, -1.29], [-0.56, 3.12, -0.64], [-0.49, 1.93, -1.32], [1.88, 1.54, -4.26], [3.19, 1.82, -3.85], [4.15, 2.17, -4.79], [3.82, 2.25, -6.13], [2.52, 1.98, -6.54], [1.56, 1.63, -5.61], [-3.77, -3.36, -1.01], [-4.48, -2.69, -0.09], [-2.58, 1.25, 0.46], [-0.73, 8.14, 2.89], [0.64, 6.21, 3.62], [0.37, 4.02, 2.52], [-2.64, 5.66, -0.04], [-2.37, 7.87, 1.05], [-3.04, 3.64, 2.75], [-4.67, 1.54, 3.04], [-4.34, -2.44, 2.95], [-6.23, -2.99, 4.45], [-8.33, -1.68, 4.31], [-8.53, 0.17, 2.68], [-6.63, 0.72, 1.20], [-1.17, -5.17, -1.01], [-1.15, -7.47, -1.91], [-1.72, -7.88, -4.28], [-2.30, -5.98, -5.75], [-2.30, -3.68, -4.86], [0.32, -3.30, -4.29], [1.68, -1.05, -4.86], [1.51, 3.93, -3.09], [0.36, 5.13, -0.98], [3.44, 1.75, -2.80], [5.17, 2.38, -4.46], [4.57, 2.53, -6.86], [2.26, 2.05, -7.59], [0.54, 1.42, -5.92], [-3.98, -4.34, -1.43], [-5.40, -2.99, 0.39], [4.12, -5.44, -2.83], [3.11, -4.43, -1.85], [2.29, -5.07, -0.86], [1.48, -4.35, -0.06], [0.52, -5.12, 1.15], [1.36, -2.90, -0.19], [0.51, -2.25, 0.45], [2.29, -2.28, -1.12], [2.45, -0.93, -1.20], [1.90, 0.00, -0.47], [3.12, -3.09, -1.98], [2.33, -6.15, -0.75], [3.13, -0.56, -1.98], [3.77, -2.61, -2.71], [3.07, 2.45, 0.51], [2.64, 0.67, 1.12], [4.11, -0.53, 1.36], [3.94, -1.69, 2.12], [4.93, -2.65, 2.16], [6.11, -2.47, 1.45], [6.30, -1.32, 0.70], [5.30, -0.35, 0.65], [1.37, 0.65, 2.59], [0.32, -0.22, 2.68], [-0.67, -0.11, 3.69], [-0.58, 0.89, 4.62], [0.53, 1.77, 4.61], [0.65, 2.78, 5.60], [1.74, 3.61, 5.64], [2.76, 3.45, 4.68], [2.67, 2.50, 3.71], [1.54, 1.64, 3.62], [3.97, 2.85, 0.99], [2.24, 3.12, 0.72], [3.23, 2.43, -0.57], [3.02, -1.84, 2.67], [4.79, -3.55, 2.76], [6.89, -3.22, 1.49], [7.23, -1.17, 0.15], [5.46, 0.54, 0.05], [0.25, -1.05, 1.99], [-1.49, -0.81, 3.72], [-1.33, 1.00, 5.38], [-0.13, 2.87, 6.35], [1.82, 4.37, 6.40], [3.64, 4.08, 4.73], [3.49, 2.39, 3.02]], "homo_energy_ev": [-9.28, -9.73], "total_charge": 1, "multiplicity": 2}

=====

Per-record ΔE to the lowest compared entry with this formula, charge and spin, eV: 0.000; 0.000
Per-record calculated total energy, Ha: -5829.9390; -6199.8752